{"formula": "C2H5N3OS2", "method": "ωB97M-V/def2-TZVPD", "species": ["H", "N", "C", "N", "S", "O", "C", "N", "S", "H", "H", "H", "H"], "xyz": [[1.020037, -1.392860, -1.347309], [0.054282, -1.745701, -1.293441], [-0.552054, -0.878381, -0.552067], [-1.887225, -0.875842, -0.441991], [-2.796564, 0.341974, 0.415022], [0.109862, 0.240874, -0.037550], [1.383504, 0.067106, 0.408732], [2.084705, 1.066530, 0.725029], [1.436029, 2.618578, 0.339765], [-2.448456, -1.444186, -1.066095], [-2.753106, -0.339554, 1.602269], [1.745654, -0.878979, 0.666311], [2.603332, 3.220442, 0.581326]], "atomic_forces_ev_per_a": [[-0.301, -0.706, -0.354], [0.027, 1.149, 1.304], [2.163, -0.494, -2.413], [-1.994, 1.410, 1.059], [0.799, -1.382, 0.235], [-1.209, -0.957, 0.080], [-0.297, 2.125, 0.712], [0.005, 0.340, -0.618], [0.236, -0.493, 0.172], [0.663, -0.043, 0.143], [-0.256, 0.543, -0.424], [0.169, -1.624, 0.047], [-0.004, 0.133, 0.059]], "lowdin_charge": [0.05, 0.13, -0.57, -0.32, 0.78, -0.08, -0.36, -0.31, 0.75, 0.10, -0.12, 0.12, -0.15], "orbital_gap_ev": 9.52, "e_homo_ev": -9.03, "relative_energy_kcal_mol": 38.7, "smiles": "[H]/N=C(/NS)O/C=N\\S"}

---

{"formula": "C27H44BrN7O6P2", "method": "ωB97M-V/def2-TZVPD", "species": ["O", "N", "O", "C", "C", "C", "C", "C", "C", "C", "Br", "C", "O", "C", "C", "C", "C", "C", "C", "C", "O", "H", "H", "H", "H", "H", "H", "H", "H", "C", "N", "C", "P", "O", "N", "C", "C", "N", "C", "C", "H", "H", "H", "H", "H", "H", "H", "H", "H", "H", "H", "H", "H", "H", "H", "H", "H", "H", "C", "N", "C", "P", "O", "N", "C", "C", "N", "C", "C", "H", "H", "H", "H", "H", "H", "H", "H", "H", "H", "H", "H", "H", "H", "H", "H", "H", "H"], "xyz": [[-1.506812, -0.576534, 3.984866], [-2.497144, 0.022970, 4.129653], [-2.978543, 0.495782, 2.898992], [-4.391809, 0.180555, 2.726071], [-4.677057, -1.199721, 3.304721], [-5.477008, -1.393518, 4.405854], [-5.702419, -2.647787, 4.942791], [-5.107505, -3.749093, 4.370356], [-4.294898, -3.559603, 3.249631], [-4.065123, -2.314251, 2.696895], [-2.950469, -2.108834, 1.167937], [-3.646678, -4.830547, 2.702427], [-3.534611, -5.082659, 1.523148], [-3.167697, -5.777697, 3.787212], [-1.959223, -6.449185, 3.726935], [-1.607182, -7.270902, 4.780916], [-2.432090, -7.476236, 5.873988], [-3.646032, -6.803769, 5.937248], [-3.976723, -5.957894, 4.904144], [-5.262240, -5.155217, 4.920331], [-6.318279, -5.583222, 5.337072], [-4.940353, 0.982560, 3.234229], [-4.602768, 0.172899, 1.653758], [-5.940153, -0.542755, 4.904494], [-6.313597, -2.804021, 5.829163], [-1.297750, -6.299640, 2.877226], [-0.651007, -7.793392, 4.783433], [-2.116120, -8.139370, 6.675054], [-4.304793, -6.951178, 6.790238], [3.333607, -0.667614, -1.214040], [2.288073, -1.556983, -0.758695], [2.403791, -1.950482, 0.640144], [1.002185, -2.236935, -1.671219], [-0.142798, -1.724986, -0.818040], [0.582924, -1.306957, -3.077133], [1.286127, -0.100257, -3.466601], [-0.849262, -1.082348, -3.258184], [2.099420, -3.170571, -2.622291], [2.978951, -4.118181, -1.938863], [2.189003, -3.234444, -4.072663], [3.763384, -0.982209, -2.170612], [4.173878, -0.646697, -0.517147], [2.973596, 0.361493, -1.304531], [2.882612, -2.934698, 0.738356], [1.422815, -2.006381, 1.117790], [2.991471, -1.237035, 1.218017], [1.160636, 0.702468, -2.729290], [0.915413, 0.265917, -4.427580], [2.348084, -0.278352, -3.630080], [-1.217208, -0.259781, -2.632435], [-1.422171, -1.975831, -3.014899], [-1.063457, -0.836833, -4.302557], [3.917194, -3.638431, -1.643439], [3.227081, -4.975053, -2.565337], [2.498236, -4.518074, -1.046184], [2.959870, -2.547545, -4.433745], [1.249709, -3.006122, -4.563836], [2.457236, -4.239446, -4.413545], [-0.141349, 6.049005, -2.045196], [0.650351, 4.858512, -1.839114], [-0.113532, 3.704539, -1.374594], [2.348849, 4.671966, -2.006678], [2.332532, 3.537116, -3.011429], [3.073819, 5.829187, -3.086565], [2.326441, 6.880549, -3.744734], [4.009119, 5.259279, -4.054254], [2.650652, 5.731570, -0.678416], [2.086593, 5.386544, 0.626701], [3.519243, 6.898061, -0.647545], [0.315061, 6.938119, -1.596928], [-1.122680, 5.964755, -1.574940], [-0.317433, 6.233698, -3.109125], [-0.039534, 3.591084, -0.285045], [0.247029, 2.780686, -1.831576], [-1.170427, 3.785221, -1.628357], [1.591272, 6.479462, -4.455806], [3.005014, 7.537544, -4.295871], [1.822792, 7.533556, -3.032629], [3.491009, 4.817203, -4.913536], [4.626440, 4.487846, -3.597384], [4.685484, 6.034430, -4.426897], [1.083874, 5.808629, 0.743618], [2.699472, 5.753614, 1.449911], [2.023452, 4.305359, 0.747837], [2.937374, 7.806834, -0.827086], [4.326150, 6.842878, -1.369709], [4.008619, 7.007384, 0.325201]], "atomic_forces_ev_per_a": [[0.149, 0.547, 0.049], [-0.196, -0.524, 0.453], [-0.074, -0.171, -1.180], [0.221, 0.098, 1.240], [0.519, 0.266, -1.116], [-0.479, 0.421, 0.643], [-0.386, -0.516, 0.457], [0.195, -0.152, -0.226], [0.680, -1.382, -0.503], [-0.410, 0.235, -0.006], [-0.167, 0.019, 0.333], [0.110, -0.031, -0.132], [0.054, 0.115, 0.787], [-0.040, 0.293, -0.142], [0.048, 0.156, -0.404], [0.764, -0.611, 0.205], [-0.199, 0.194, 0.048], [0.194, -0.577, 0.435], [-1.248, 0.860, -0.281], [-0.069, -0.016, 0.164], [0.643, 0.362, 0.026], [-0.303, -0.368, -0.156], [0.326, 0.232, 0.166], [0.160, -0.037, -0.231], [-0.002, 0.227, -0.195], [-0.127, -0.096, 0.115], [-0.145, 0.182, -0.211], [-0.089, 0.124, -0.130], [-0.017, 0.161, -0.254], [0.267, -0.273, -0.487], [0.159, -0.400, 1.078], [-0.506, -0.086, 0.120], [2.044, 6.214, -2.034], [-0.486, -3.771, 0.583], [-0.495, -0.101, -0.513], [0.483, -0.136, -0.054], [-0.110, -0.095, 0.248], [-1.144, -1.360, 0.818], [0.109, 0.110, 0.341], [-0.429, -0.541, -0.466], [-0.108, 0.069, -0.079], [-0.125, -0.195, 0.119], [0.051, 0.002, -0.152], [0.085, 0.045, 0.138], [-0.031, -0.018, -0.099], [0.007, 0.089, -0.145], [0.103, 0.089, -0.076], [-0.197, -0.076, 0.067], [0.040, 0.013, 0.186], [-0.081, -0.039, 0.012], [0.000, 0.052, 0.078], [0.203, 0.012, -0.027], [0.002, 0.011, 0.022], [-0.143, 0.071, -0.113], [0.111, 0.051, 0.078], [-0.060, 0.082, 0.036], [0.038, 0.268, 0.132], [0.111, -0.018, 0.229], [0.278, 0.461, 0.374], [-0.561, -0.890, 0.449], [0.279, -0.381, -0.171], [-2.917, 4.535, -4.138], [1.642, -1.810, 2.964], [0.631, 0.117, -0.253], [-0.185, 0.271, 0.406], [-0.032, -0.274, 0.027], [0.856, -1.652, 0.538], [-0.331, -0.185, -0.009], [0.807, -0.040, 0.198], [0.088, 0.023, -0.114], [0.091, -0.214, 0.092], [0.042, 0.129, 0.016], [-0.154, -0.054, 0.009], [0.083, 0.051, -0.001], [0.049, 0.141, -0.084], [-0.039, 0.088, -0.019], [0.107, -0.166, -0.034], [-0.138, -0.122, 0.032], [0.064, -0.073, -0.006], [-0.075, -0.045, -0.037], [-0.116, 0.134, 0.102], [-0.018, -0.015, -0.008], [0.131, 0.033, -0.144], [-0.146, 0.015, 0.022], [-0.020, -0.034, -0.094], [-0.222, 0.000, -0.195], [-0.206, -0.121, 0.086]], "lowdin_charge": [0.08, -0.04, -0.16, -0.15, -0.25, -0.02, 0.00, -0.08, -0.11, -0.50, 0.92, -0.29, 0.09, -0.08, 0.00, -0.07, -0.06, -0.01, -0.10, -0.26, 0.13, 0.12, 0.11, 0.12, 0.13, 0.13, 0.11, 0.11, 0.13, -0.13, -0.32, -0.13, 0.73, -0.34, -0.34, -0.13, -0.15, -0.30, -0.12, -0.11, 0.07, 0.08, 0.07, 0.06, 0.07, 0.08, 0.07, 0.09, 0.06, 0.08, 0.07, 0.08, 0.08, 0.08, 0.07, 0.09, 0.08, 0.07, -0.13, -0.32, -0.12, 0.72, -0.31, -0.35, -0.14, -0.15, -0.30, -0.12, -0.12, 0.07, 0.08, 0.07, 0.07, 0.05, 0.08, 0.09, 0.08, 0.06, 0.08, 0.07, 0.08, 0.08, 0.08, 0.07, 0.09, 0.08, 0.07], "orbital_gap_ev": 7.37, "e_homo_ev": -7.84, "smiles": "O=NOCc1ccc2c(c1Br)C(=O)c1ccccc1C2=O.CN(C)P(=O)(N(C)C)N(C)C.CN(C)P(=O)(N(C)C)N(C)C"}

---

Question: What is the formula in the first record?
Answer: C2H5N3OS2